1.
31
Properties=species:S:1:pos:R:3 method="wB97M-V/def2-TZVPD" total_charge=+1 spin_multiplicity=2 largest_force_ha_per_bohr=0.0590 relative_energy_ev=0.000
C -1.57788 -0.80810 0.47546
C -0.66053 0.32702 -0.02924
C 0.56216 0.09096 -0.88459
C 0.43688 -0.48560 -2.16362
N 1.47635 -0.64539 -2.97961
C 1.88816 0.77168 -0.56168
N -1.95852 -0.65609 1.86685
H -2.46432 -0.98414 -0.12977
H -1.12518 -1.80387 0.48627
H -1.31810 1.11475 -0.38586
H -0.14735 0.76048 0.83380
H -0.47119 -1.07221 -2.25625
H 1.46746 -1.40260 -3.65127
H 2.35950 -0.46575 -2.52412
H 1.85904 1.00334 0.50270
H 1.91265 1.68837 -1.12852
H 2.62893 -0.02939 -0.62368
H -1.25233 -0.28948 2.48715
H -2.79693 -0.10786 1.99069
H 0.49130 -1.94852 0.40713
H 0.85642 -2.87409 -0.86685
O 0.69767 -2.81751 0.07344
H -0.18338 4.29216 -0.92652
H 0.81325 3.18185 -0.89879
O -0.10616 3.36669 -0.84293
H 1.69045 -2.60647 3.61862
H 2.45196 -2.74168 2.25504
O 2.12275 -2.12500 2.91040
H -3.39375 2.84468 0.40625
H -2.12548 2.26809 0.94779
O -2.95062 2.67484 1.23017



2.
31
Properties=species:S:1:pos:R:3 method="wB97M-V/def2-TZVPD" total_charge=+1 largest_force_ha_per_bohr=0.0883 relative_energy_ev=3.291
C 2.50339 2.00706 0.31264
C 1.09117 1.56077 0.21369
C 0.19531 1.40802 1.37426
C -1.29821 0.99794 1.09162
N -3.34528 -0.88499 0.66032
C -2.28984 -0.68341 -0.23133
N -1.41102 0.25411 -0.08289
N 1.26677 0.17769 -0.47082
H 3.26243 1.28569 0.60744
H 2.63997 2.68166 1.18020
H 2.78025 2.58705 -0.56272
H 0.53513 2.20919 -0.53132
H 0.65716 0.84024 2.20523
H 0.30714 2.30039 2.10203
H -2.02603 1.77401 1.26409
H -1.34200 0.42337 2.07824
H -3.51389 -0.24075 1.41917
H -3.54094 -1.83686 0.86215
H -2.41421 -0.98507 -1.24283
H 0.58153 -0.14335 -1.13290
H 2.23429 0.12467 -0.82953
H 1.20343 -0.59924 0.19011
H 1.14743 -2.13565 2.09520
H 0.82205 -3.09773 0.85279
O 0.93849 -2.20262 1.13748
H 0.19570 0.96420 -3.09343
H -0.94297 0.34201 -2.55723
O -0.09438 0.03921 -2.89851
H 0.49348 -2.89420 -2.48952
H -0.19766 -3.26489 -1.30744
O -0.43870 -3.00852 -2.21619



3.
34
Properties=species:S:1:pos:R:3 method="wB97M-V/def2-TZVPD" largest_force_ha_per_bohr=0.0482 relative_energy_ev=0.469 smiles="NC(N)=O.NC(N)=O.CO.CO.CO"
C 1.39773 3.26727 1.98530
O 2.15556 2.16341 1.51709
H 1.63630 3.46444 3.03371
H 1.71930 4.18818 1.49307
H 0.32314 3.12800 1.87928
H 2.75066 2.43245 0.81184
C -2.81162 1.04949 -0.08878
O -2.82142 0.24973 -1.24311
H -3.43252 1.94901 -0.08244
H -3.24046 0.40421 0.68877
H -1.83554 1.26245 0.36594
H -2.63110 0.81854 -1.99803
C 0.43744 -0.70740 0.62337
O 0.81041 0.43137 -0.15768
H -0.12195 -1.38999 -0.00302
H 1.27997 -1.06934 1.21174
H -0.22434 -0.36077 1.43051
H 1.30776 1.07193 0.38777
C -0.27194 -4.23051 1.28580
O 0.85773 -3.94095 0.87859
N -1.27140 -4.57600 0.43603
N -0.54806 -4.40111 2.61374
H -0.99781 -4.74112 -0.51595
H -2.04267 -5.07506 0.83743
H 0.20635 -4.14552 3.22513
H -1.52106 -4.43742 2.84986
C 1.35438 1.95724 -3.34072
O 1.82838 2.63674 -4.25062
N 1.69491 0.69026 -3.04537
N 0.27149 2.32181 -2.59387
H 1.26626 0.25359 -2.24454
H 2.47848 0.31371 -3.54746
H -0.18694 3.20326 -2.71914
H 0.18259 1.81812 -1.72425



4.
33
Properties=species:S:1:pos:R:3 method="wB97M-V/def2-TZVPD" total_charge=+2 spin_multiplicity=2 largest_force_ha_per_bohr=0.1221 relative_energy_ev=4.826
O -2.64747 0.78093 -0.41873
C -2.68064 -0.14632 0.45046
C -1.31754 -0.79770 0.05270
N -0.27919 -0.37455 1.14158
C 0.52805 -1.60980 1.66391
C -0.26650 -2.77143 1.14812
C -1.48013 -2.22027 0.04639
O -3.59190 -0.24819 1.16783
H -3.32252 1.57622 -0.29487
H -0.90279 -0.38618 -0.91718
H 0.44427 0.29774 0.62791
H -0.81091 0.34332 1.74612
H 1.48170 -1.72934 1.19031
H 0.93248 -1.21693 2.67406
H 0.37435 -3.57179 0.60948
H -0.83991 -3.22475 2.08177
H -2.29547 -2.75734 0.47359
H -1.00812 -2.54118 -0.94129
H 4.17867 2.19115 1.23535
H 3.54816 1.28981 0.16297
O 3.42542 1.51928 1.07662
H 3.24445 -0.89814 -2.36689
H 2.23129 -0.18276 -3.41972
O 2.26673 -0.54605 -2.55473
H 1.31765 2.43647 0.04730
H 0.86713 1.86491 -1.41577
O 0.75893 1.77615 -0.47930
H -0.70564 1.18802 -3.25788
H -0.09910 1.84756 -4.67776
O -0.53073 1.95599 -3.84619
H -0.57515 2.03871 1.62439
H -1.53950 2.28103 2.77891
O -0.70605 1.83547 2.59054



5.
34
Properties=species:S:1:pos:R:3 method="wB97M-V/def2-TZVPD" largest_force_ha_per_bohr=0.0188 relative_energy_ev=1.620 smiles="C[C@H]1COC(=O)O1.CO.O.O.O.O.O"
O 1.55022 -0.17183 -1.49015
H 1.14115 0.68696 -1.31028
H 2.47748 -0.06591 -1.24221
O 0.76982 -2.91816 -2.56865
H 0.20223 -3.31235 -3.23561
H 0.95750 -2.02945 -2.88664
O 2.87066 0.92459 1.35809
H 3.08355 0.43737 2.15857
H 2.00330 0.59626 1.09392
O 2.95283 -3.06623 -0.47249
H 3.12453 -2.27460 -0.99726
H 3.71721 -3.13032 0.10602
O 4.48905 -0.61274 -0.84602
H 4.78703 -0.59857 0.06792
H 4.76771 0.23562 -1.20506
C -3.52734 1.04359 1.98009
C -2.40325 1.99742 1.62546
C -1.03022 1.69580 2.26977
O -0.13361 1.62299 1.17585
C -0.80023 1.80085 0.01073
O -0.26226 1.89653 -1.04408
O -2.12727 1.83549 0.21687
H -3.69671 0.90508 3.04491
H -3.28581 0.07018 1.54574
H -4.43635 1.39629 1.49348
H -2.69976 3.03389 1.78678
H -1.06128 0.76110 2.82801
H -0.74395 2.50770 2.93465
C -2.26706 -0.86869 -1.09383
O -1.80220 -1.46219 -2.28660
H -2.92971 -0.01369 -1.25916
H -2.83550 -1.61973 -0.53979
H -1.43509 -0.57427 -0.44208
H -1.41666 -0.72899 -2.77696



6.
33
Properties=species:S:1:pos:R:3 method="wB97M-V/def2-TZVPD" total_charge=-1 largest_force_ha_per_bohr=0.0808 relative_energy_ev=2.252
C 0.07832 0.54065 0.91184
O -1.33512 0.64314 0.95846
C 0.24118 -0.91679 0.38952
C 1.72733 -1.28054 -0.07723
C 1.87495 -1.20523 -1.60272
C 2.09501 0.26555 -1.99466
N 1.22385 0.89959 -3.04404
N -0.07422 -1.81957 1.46067
H 0.29190 0.78634 1.94196
H 0.35587 1.33588 0.20528
H -0.39208 -1.03292 -0.46399
H 1.96281 -2.34961 0.15879
H 2.33902 -0.54758 0.48571
H 0.95162 -1.74223 -1.92902
H 2.51040 -2.01883 -1.90473
H 2.15656 0.91486 -1.09218
H 3.04778 0.26876 -2.50744
H 0.36791 1.18872 -2.54791
H 0.90481 0.12293 -3.62638
H 0.69074 -1.99938 2.08577
H -0.94097 -1.45418 1.85894
H -2.06403 1.67101 -1.49500
H -1.93268 1.55581 0.10020
O -2.42370 2.08656 -0.71013
H -0.70536 -3.78018 0.33913
H -1.72609 -3.65201 -0.69542
O -0.79771 -3.90721 -0.63702
H -3.03697 1.25936 2.54774
H -1.65535 1.36338 2.93897
O -2.50394 1.77623 3.16308
H -0.98519 3.23564 2.31324
H -1.45931 3.97704 0.88936
O -0.78736 3.81480 1.57920



7.
34
Properties=species:S:1:pos:R:3 method="wB97M-V/def2-TZVPD" largest_force_ha_per_bohr=0.2234 relative_energy_ev=2.458 smiles="CCCCNC(=O)O.O.O.O.O.O"
C -0.75164 -0.22479 -0.41643
N -1.68343 -1.08003 -1.04265
C -1.67651 -1.45084 -2.36713
O -0.76515 -0.90542 -3.24918
O -2.41860 -2.29082 -2.79336
C -0.81962 1.29125 -0.71764
C -1.66374 1.82975 0.44612
C -0.82541 2.05094 1.65958
H 0.26911 -0.62817 -0.72170
H -0.72490 -0.37093 0.63618
H -2.42976 -1.40897 -0.45284
H -0.10813 -0.20041 -2.96774
H 0.23180 1.70222 -0.63518
H -1.30585 1.33401 -1.73191
H -2.55420 1.15509 0.74224
H -2.20214 2.79286 0.05284
H -1.39361 2.37381 2.52804
H 0.13036 2.70523 1.48858
H -0.62485 0.99003 1.98988
H 0.83823 -0.67074 3.93241
H 1.04372 -0.74399 2.54782
O 0.43779 -0.30571 3.16311
H 2.77805 -2.37601 1.14895
H 2.47787 -1.20891 0.17064
O 3.04214 -1.53511 0.93706
H 1.53234 1.63171 -3.44709
H 1.69425 1.46744 -1.97902
O 1.39426 0.96578 -2.75213
H -0.20709 -2.43709 0.63995
H 0.27867 -3.57412 -0.32627
O 0.43163 -3.25197 0.43880
H 1.11486 0.83216 1.31614
H 2.60797 0.64391 1.16344
O 1.85156 0.89787 0.59849



Please write out number 4 again, unchanged.
33
Properties=species:S:1:pos:R:3 method="wB97M-V/def2-TZVPD" total_charge=+2 spin_multiplicity=2 largest_force_ha_per_bohr=0.1221 relative_energy_ev=4.826
O -2.64747 0.78093 -0.41873
C -2.68064 -0.14632 0.45046
C -1.31754 -0.79770 0.05270
N -0.27919 -0.37455 1.14158
C 0.52805 -1.60980 1.66391
C -0.26650 -2.77143 1.14812
C -1.48013 -2.22027 0.04639
O -3.59190 -0.24819 1.16783
H -3.32252 1.57622 -0.29487
H -0.90279 -0.38618 -0.91718
H 0.44427 0.29774 0.62791
H -0.81091 0.34332 1.74612
H 1.48170 -1.72934 1.19031
H 0.93248 -1.21693 2.67406
H 0.37435 -3.57179 0.60948
H -0.83991 -3.22475 2.08177
H -2.29547 -2.75734 0.47359
H -1.00812 -2.54118 -0.94129
H 4.17867 2.19115 1.23535
H 3.54816 1.28981 0.16297
O 3.42542 1.51928 1.07662
H 3.24445 -0.89814 -2.36689
H 2.23129 -0.18276 -3.41972
O 2.26673 -0.54605 -2.55473
H 1.31765 2.43647 0.04730
H 0.86713 1.86491 -1.41577
O 0.75893 1.77615 -0.47930
H -0.70564 1.18802 -3.25788
H -0.09910 1.84756 -4.67776
O -0.53073 1.95599 -3.84619
H -0.57515 2.03871 1.62439
H -1.53950 2.28103 2.77891
O -0.70605 1.83547 2.59054